1.
DFT (ωB97M-V/def2-TZVPD) results for an isolated ion of composition C4H9NO2 and charge +1 in a non-equilibrium geometry.

Structure (XYZ):
```
16
Properties=species:S:1:pos:R:3
O 0.4091 0.2617 2.1469
O -1.4967 0.8879 1.1002
N 0.5687 -0.7074 -0.7499
C 1.0775 -0.4071 -2.1079
C -0.7773 -1.2111 -0.8102
C 0.6084 0.6166 -0.1359
C -0.1814 0.6357 1.1629
H 0.3934 0.2818 -2.6829
H 2.1416 0.1425 -1.9357
H -1.2963 -0.3374 -1.3411
H -1.8838 0.2517 1.7488
H 1.2966 -1.3312 -2.7707
H 0.0833 1.0981 -0.8800
H -0.7482 -2.0091 -1.5878
H 1.5566 1.1326 -0.0646
H -1.1870 -1.2786 0.1337
```

Output
DFT total energy: -9868.4714 eV
energy relative to the best compared isomer or geometry (same formula, charge and spin): 62.97 kcal per mole
spin multiplicity: 2
charge: +1
<S²>: 0.754
LUMO (alpha / beta): -3.328 / -8.546 eV
orbital gap (alpha / beta): 11.9 / 6.7 eV
F_max: 0.08892 Eh/bohr


2.
DFT (ωB97M-V/def2-TZVPD) results for a 2-piece molecular cluster, NO5P overall in a non-equilibrium geometry.

Structure (XYZ):
```
7
Properties=species:S:1:pos:R:3
P -2.6219 0.1050 0.0988
O 3.6372 -0.7245 0.6659
O 2.8030 0.5987 -0.8672
O -2.3638 -1.3459 0.0789
O -3.5219 0.6785 1.1334
O -2.2796 0.9199 -1.0785
N 2.6348 -0.3899 -0.0626
```

Output
DFT total energy: -21016.6051 eV
energy relative to the best compared isomer or geometry (same formula, charge and spin): 3.32 kcal per mole
spin multiplicity: 1
charge: -2
LUMO: 6.503 eV
orbital gap: 7.0 eV
F_max: 0.04742 Eh/bohr


3.
DFT (ωB97M-V/def2-TZVPD) results for an isolated ion of composition C3H11N2 and charge +1 in a non-equilibrium geometry.

Structure (XYZ):
```
16
Properties=species:S:1:pos:R:3
N 0.2620 -0.2274 1.5342
N -0.3440 0.8764 -0.7490
C -0.3767 -1.1726 0.5367
C 1.0416 0.8659 -1.2008
C -1.1702 -0.2856 -0.4262
H -0.9439 1.6214 -1.0503
H -0.9814 -1.8800 1.0951
H -1.9831 0.1082 0.2025
H -1.5716 -0.8641 -1.2534
H 1.4244 -0.1537 -1.2706
H 1.3173 1.3701 -2.1433
H -0.2358 0.0409 2.3847
H 0.4027 0.5964 0.9022
H 1.6590 1.4524 -0.5102
H 1.0970 -0.6367 1.9552
H 0.4030 -1.7116 -0.0070
```

Output
DFT total energy: -6262.3878 eV
energy relative to the best compared isomer or geometry (same formula, charge and spin): 27.53 kcal per mole
spin multiplicity: 1
charge: +1
LUMO: -3.416 eV
orbital gap: 10.1 eV
F_max: 0.02268 Eh/bohr


4.
DFT (ωB97M-V/def2-TZVPD) results for C4H15F4N3O11PbS4 as an isolated structure in a non-equilibrium geometry.

Structure (XYZ):
```
42
Properties=species:S:1:pos:R:3
Pb -0.2882 0.2234 -0.8546
S -0.5153 -3.3856 -1.6412
S -1.2818 3.8597 -1.5916
S -0.8607 3.4369 0.8375
S 1.9361 -2.7198 -1.6905
F -1.8311 -2.6035 -1.0825
F -0.5434 3.2194 -2.8440
F 2.6484 -1.3262 -1.9585
F -0.9679 2.1535 1.8225
O -2.5338 0.0912 -2.2910
O -0.5926 5.0689 -1.3591
O 1.1955 0.9965 -2.8263
O -2.0218 4.1876 1.1715
O 0.4140 3.9596 1.1951
O -1.0697 -0.7025 1.4657
O 2.5149 -3.1784 -0.4891
O 2.1146 -3.4595 -2.8846
O -0.2266 -4.2912 -0.5895
O -0.9594 -3.8341 -2.9066
O -2.6341 3.8643 -1.9621
N -0.9550 2.6318 -0.5365
N 1.5301 0.5203 0.9364
N 0.4210 -2.0941 -1.6131
C 0.0284 -0.7598 2.3675
C 1.3614 -0.7917 1.6301
C 2.4855 -1.0510 2.6238
C -2.2757 -0.3693 2.1562
H 2.4837 0.5854 0.5845
H 2.6274 -0.2233 3.3225
H 0.0373 0.1190 3.0252
H -0.0398 -1.6526 2.9958
H 1.9017 1.6486 -2.8618
H -2.6607 -1.2579 2.6701
H -3.4113 -0.2595 -2.1105
H -2.1286 0.4037 2.9052
H 1.3480 -1.6361 0.9374
H 1.5121 1.2267 1.6717
H 2.2243 -1.9283 3.2203
H -2.4089 -0.0373 -3.2365
H -3.0157 -0.1239 1.3979
H 3.4301 -1.2877 2.1361
H 1.0074 0.7770 -3.7436
```

Output
DFT total energy: -90841.8317 eV
energy relative to the best compared isomer or geometry (same formula, charge and spin): 0.00 kcal per mole
spin multiplicity: 1
charge: 0
LUMO: -0.617 eV
orbital gap: 10.0 eV
F_max: 0.06449 Eh/bohr


5.
DFT (ωB97M-V/def2-TZVPD) results for C5H10NiO3 as an isolated structure in a non-equilibrium geometry.

Structure (XYZ):
```
19
Properties=species:S:1:pos:R:3
Ni 0.4379 0.1829 -0.4544
O -1.3782 -0.5043 -0.2245
O 1.4977 -0.6383 1.0738
O 2.0215 0.1383 -1.4039
C -1.9357 0.7906 0.1790
C -0.8395 1.8154 0.0184
C 2.6893 -0.5340 0.7726
C 3.0840 0.0124 -0.5562
C -2.2513 -1.6060 -0.1403
H 3.4693 -0.9270 1.4499
H -2.3091 0.6694 1.2097
H -2.8076 0.9616 -0.4747
H -1.7042 -2.4928 -0.4792
H -3.1313 -1.4412 -0.7817
H -0.5431 2.4088 0.8960
H 3.5692 1.0346 -0.3249
H -1.1510 2.5686 -0.7201
H 3.8722 -0.6791 -0.9364
H -2.5900 -1.7598 0.8971
```

Output
DFT total energy: -52529.9978 eV
energy relative to the best compared isomer or geometry (same formula, charge and spin): 1.09 kcal per mole
spin multiplicity: 3
charge: 0
<S²>: 2.006
LUMO (alpha / beta): 0.632 / 0.609 eV
orbital gap (alpha / beta): 8.4 / 9.0 eV
F_max: 0.02408 Eh/bohr


6.
DFT (ωB97M-V/def2-TZVPD) results for the molecule C4H4ClFN2 in a non-equilibrium geometry.

Structure (XYZ):
```
12
Properties=species:S:1:pos:R:3
Cl -3.3622 -0.9547 -0.4040
F -2.9755 1.4991 -0.3182
N 2.3717 0.9815 -0.6091
N 2.0883 -1.2444 0.0007
C 1.6091 0.0113 -0.1327
C 0.1704 0.1173 0.3931
C -2.5185 0.3630 0.3241
C -0.9731 0.3659 0.5275
H -2.8041 0.4149 1.3495
H 1.9333 1.9359 -0.6762
H 1.5075 -2.1375 0.0140
H 2.9532 -1.3523 -0.4686
```

Output
DFT total energy: -22429.9644 eV
energy relative to the best compared isomer or geometry (same formula, charge and spin): 49.58 kcal per mole
spin multiplicity: 1
charge: 0
LUMO: 0.508 eV
orbital gap: 10.1 eV
F_max: 0.10268 Eh/bohr


7.
DFT (ωB97M-V/def2-TZVPD) results for an isolated ion of composition C5H6N and charge +1 in a non-equilibrium geometry.

Structure (XYZ):
```
12
Properties=species:S:1:pos:R:3
N -1.1571 0.6320 0.4757
C 1.3497 1.5576 -0.2997
C 1.2074 -0.7622 -1.1035
C 0.1178 -1.2538 -0.4048
C -0.5981 -0.5576 0.5982
C 1.5773 0.5647 -0.8858
H 1.4717 2.4454 0.2316
H 1.9300 -1.3160 -1.6785
H -0.8144 -1.2143 1.4966
H -1.1227 1.1239 -0.4269
H -1.8691 0.9929 1.1089
H -0.1029 -2.2578 -0.2687
```

Output
DFT total energy: -6761.7038 eV
energy relative to the best compared isomer or geometry (same formula, charge and spin): 80.11 kcal per mole
spin multiplicity: 1
charge: +1
LUMO: -5.975 eV
orbital gap: 8.4 eV
F_max: 0.06774 Eh/bohr


8.
DFT (ωB97M-V/def2-TZVPD) results for the molecule C8H10N2O4S in a non-equilibrium geometry.

Structure (XYZ):
```
25
Properties=species:S:1:pos:R:3
S -1.3182 -1.8465 -0.3508
O -2.7042 -1.6433 0.0304
O -3.4613 0.9322 0.3924
O -1.0666 -1.8941 -1.7452
O -2.0502 2.7115 -0.0895
N -0.7435 -3.2546 0.3587
N 0.9011 -0.7880 0.4520
C 1.4072 1.5325 -0.2648
C -0.0282 1.8629 -0.1499
C -0.9547 0.7760 0.3333
C 1.7478 0.0461 -0.0002
C -0.7493 2.9365 -0.4303
C 3.1083 -0.4527 -0.2443
C -0.4877 -0.5415 0.6211
C -2.1732 1.4366 0.2580
H 1.8719 1.7821 -1.2084
H -0.9687 -1.0043 1.5318
H 1.9827 2.1533 0.5736
H -3.3176 -0.0623 0.2366
H 3.1723 -1.4164 0.3294
H 3.1207 -0.7706 -1.3010
H -0.9300 -3.5221 1.3502
H -0.4267 3.9054 -0.7321
H 3.8541 0.3937 -0.1452
H 0.2141 -3.2725 0.1942
```

Output
DFT total energy: -30461.5648 eV
energy relative to the best compared isomer or geometry (same formula, charge and spin): 9.94 kcal per mole
spin multiplicity: 1
charge: 0
LUMO: 0.396 eV
orbital gap: 8.8 eV
F_max: 0.09350 Eh/bohr


9.
DFT (ωB97M-V/def2-TZVPD) results for the molecule C6H14NO2P in a non-equilibrium geometry.

Structure (XYZ):
```
24
Properties=species:S:1:pos:R:3
P 1.1314 -1.6058 1.7352
O 2.7700 -1.0433 1.4685
O 1.3696 -3.0466 1.5882
N -0.7088 1.5855 -0.5326
C -0.8723 -1.4895 -0.3439
C 0.0239 0.9118 0.5871
C 1.4469 1.5315 0.7896
C -1.5295 -0.7132 -1.5098
C -1.7604 0.6926 -0.9687
C 0.4327 -0.8119 0.0229
H -2.3773 0.4913 -0.0895
H -2.4449 1.2339 -1.6955
H 3.3518 -1.8217 1.6083
H 2.0897 0.8651 1.2139
H -0.0400 1.7416 -1.3652
H -2.4580 -1.0920 -1.8016
H -0.9189 -0.7625 -2.3234
H -0.8452 -2.5273 -0.6522
H 1.0893 -0.5779 -0.7442
H -0.3309 1.0149 1.6358
H -0.9294 2.6159 -0.3424
H 1.2786 2.3983 1.4404
H -1.4595 -1.4451 0.6231
H 1.6913 1.8544 -0.3439
```

Output
DFT total energy: -21319.6852 eV
energy relative to the best compared isomer or geometry (same formula, charge and spin): 80.84 kcal per mole
spin multiplicity: 1
charge: 0
LUMO: -0.495 eV
orbital gap: 5.8 eV
F_max: 0.12012 Eh/bohr


10.
DFT (ωB97M-V/def2-TZVPD) results for C22H23NNiO12 as an isolated structure in a non-equilibrium geometry.

Structure (XYZ):
```
59
Properties=species:S:1:pos:R:3
Ni -0.7051 0.1206 0.7843
O -1.7769 -1.7257 0.6549
O 2.6291 -2.9957 4.5810
O -6.3441 -1.5736 -0.2169
O 1.3782 -0.6216 0.7340
O 3.8558 0.5766 0.7476
O -0.6536 0.6593 2.7261
O -2.5286 -2.5864 3.2930
O -1.2234 1.4603 -1.2132
O -2.1547 1.5121 1.4768
O -2.0317 2.2000 3.6479
O -6.7398 -0.7416 2.4547
O 4.2380 -0.8524 5.1560
N 0.0302 0.8695 -1.4608
C 1.9692 -1.9159 2.5860
C 2.2426 -0.9687 1.6259
C 3.5152 -0.1536 1.7328
C 3.9286 -1.0464 3.9775
C -3.3806 -2.1153 2.5329
C -1.6278 1.5368 2.6742
C -0.3281 0.4349 -3.9141
C 2.4520 1.1864 -1.5184
C -5.4030 -1.5109 0.5965
C 0.9706 2.9819 -2.4796
C 0.0735 -0.1395 -2.5446
C 2.8742 -2.1942 3.6841
C 2.6610 0.2145 -2.6765
C 1.0989 1.8672 -1.3884
C -4.0376 -1.5831 0.1894
C 4.2959 -0.1972 2.8839
C -2.9913 -1.8060 1.0840
C -4.6784 -1.7764 2.9825
C -0.8386 -1.2545 -2.0823
C -5.6826 -1.3052 2.1081
C 1.0691 2.6282 -0.0554
C 1.4768 -0.7430 -2.5907
H -1.4403 1.9839 -2.0031
H 2.5893 0.8124 -3.5987
H -0.7616 -0.3690 -4.5218
H 1.6070 3.8368 -2.2455
H 2.6026 0.6550 -0.5629
H -1.8843 -1.0345 -1.8862
H 3.6034 -0.3163 -2.5694
H 3.2595 1.9230 -1.4271
H 1.0643 -2.5123 2.5700
H 0.9809 2.5883 -3.4928
H -3.8156 -1.3287 -0.8418
H 1.6246 -1.3178 -1.6681
H 2.0310 3.0292 0.2621
H -0.0012 3.4813 -2.3224
H 0.3731 3.4707 -0.0892
H 1.4805 -1.5749 -3.3121
H -0.9519 -1.9746 -2.9301
H -0.4682 -2.0086 -1.3906
H 0.7163 1.9597 0.7331
H 0.5542 0.7581 -4.4665
H -1.1257 1.1800 -3.8896
H 5.2659 0.2853 2.8643
H -4.9369 -1.9684 4.0153
```

Output
DFT total energy: -90280.8638 eV
energy relative to the best compared isomer or geometry (same formula, charge and spin): 0.00 kcal per mole
spin multiplicity: 3
charge: -4
<S²>: 2.005
LUMO (alpha / beta): 7.376 / 7.376 eV
orbital gap (alpha / beta): 3.7 / 3.7 eV
F_max: 0.06372 Eh/bohr


11.
DFT (ωB97M-V/def2-TZVPD) results for a 7-piece molecular cluster, C31H60N3O10P2 overall in a non-equilibrium geometry.

Structure (XYZ):
```
106
Properties=species:S:1:pos:R:3
P 0.9404 -1.8598 2.1764
P -1.3567 -1.5970 -0.9625
O 7.8124 -2.6374 5.2764
O -3.1575 -2.6660 6.5370
O -2.8072 -1.7085 -0.9686
O 0.4046 1.7415 -1.4221
O -2.0545 -3.0956 -5.3804
O 0.6899 7.0599 -3.8838
O 4.4504 -0.9546 1.8312
O -7.8265 2.8341 -1.9423
O -0.6689 -1.0818 -2.3144
O -0.7424 -3.0696 -0.7261
N 3.5654 2.4508 -1.2423
N 1.2101 1.5506 0.8329
N 0.4211 -1.0215 3.4167
C -4.7379 1.8426 -0.1027
C 9.2856 -3.6519 6.8396
C 0.8148 -0.9258 0.5972
C 5.3957 0.2229 3.6697
C -4.0153 -2.0469 -4.5833
C -3.5061 1.4999 0.4378
C 1.4820 6.1527 -3.8275
C -2.5384 1.3796 -1.7504
C 1.8522 0.2192 0.6967
C 5.4368 -0.7423 2.5176
C 2.8849 0.1347 -0.4208
C -3.7699 1.7243 -2.2960
C 2.8226 6.2166 -4.5178
C -4.8739 1.9623 -1.4772
C 0.0494 1.8253 -0.1038
C -4.0490 -3.7939 -6.4786
C -1.0942 0.9239 0.3455
C 3.9220 1.2666 -0.4529
C 8.5627 -4.8106 4.6635
C -9.6832 4.1309 -2.6608
C 8.4860 -3.6030 5.5641
C -8.4210 2.5281 -4.2240
C -8.5693 3.1349 -2.8508
C -2.3862 1.2609 -0.3714
C -4.1903 -4.0720 4.9209
C 1.1702 4.8891 -3.0537
C 6.7407 -1.4315 2.2603
C -3.2597 -2.9921 -5.4780
C -2.1531 -2.5832 4.3869
C -3.1680 -3.0679 5.3991
C -0.7129 -0.5927 0.4082
H 1.1768 -1.5846 -0.1852
H -4.5397 -1.2898 -5.1681
H -5.8360 2.2538 -1.8777
H -1.4813 -1.8716 4.8531
H 0.1834 -3.0397 2.0493
H 6.1199 1.0233 3.5108
H 0.4725 0.8249 -1.7224
H -1.5681 -3.4265 4.0138
H -4.7792 -4.4184 -5.9623
H -5.5614 2.0315 0.5646
H 8.9570 -4.4910 7.4542
H 3.6267 6.1232 -3.7859
H -0.8702 -1.6978 -3.0405
H 1.9078 4.7476 -2.2607
H 0.1599 -3.1574 -1.0523
H 9.5940 -4.9781 4.3506
H -10.6445 3.6610 -2.8728
H 2.4338 0.0103 -1.4049
H -8.2350 3.3114 -4.9601
H -1.2867 1.2163 1.3793
H -4.8537 -4.3336 5.7415
H -3.6908 -4.9743 4.5642
H 2.2853 -2.2309 2.3455
H -4.7794 -3.6478 4.1062
H -3.8873 1.8366 -3.3618
H 4.8104 0.8510 -0.9210
H -2.6659 -2.0953 3.5542
H 1.8938 2.3056 0.7832
H 2.9187 7.1690 -5.0326
H 4.3989 0.6525 3.7607
H -1.2386 -0.9914 1.2726
H -9.6802 4.4890 -1.6343
H -9.3328 1.9953 -4.4966
H -9.5463 4.9771 -3.3354
H 7.5172 -0.6955 2.0468
H -1.7152 1.2159 -2.4213
H 0.1070 -0.1022 3.1227
H 0.1795 4.9746 -2.6114
H -3.3951 1.4126 1.5098
H 4.2017 1.5844 0.5484
H 7.9447 -4.6512 3.7825
H 2.4370 0.0715 1.6008
H 3.0995 3.1716 -0.7136
H -3.3762 -4.4293 -7.0492
H 3.0109 2.2138 -2.0503
H 5.6445 -0.2984 4.5949
H 10.3452 -3.7742 6.6112
H 9.1447 -2.7274 7.3939
H 8.2060 -5.6945 5.1936
H 6.6420 -2.1025 1.4091
H -3.2864 -1.5646 -3.9354
H 0.8120 1.6036 1.7736
H -7.5870 1.8294 -4.2270
H -4.7340 -2.5936 -3.9720
H -0.2838 2.8426 0.0766
H 2.9095 5.4075 -5.2447
H 3.4224 -0.7838 -0.2166
H 7.0214 -2.0072 3.1451
H 1.1878 4.0256 -3.7207
H -4.5744 -3.1250 -7.1616
```

Output
DFT total energy: -76638.4206 eV
spin multiplicity: 1
charge: +1
LUMO: -2.717 eV
orbital gap: 8.1 eV
F_max: 0.03560 Eh/bohr


12.
DFT (ωB97M-V/def2-TZVPD) results for C3H7N2O3 as an isolated structure in a non-equilibrium geometry.

Structure (XYZ):
```
15
Properties=species:S:1:pos:R:3
O 1.3156 -2.0859 0.6410
O -1.2314 1.6516 -1.2125
O -1.3691 3.1787 1.1912
N 0.1085 -0.8208 -1.5326
N -0.8857 1.8981 1.0649
C -0.9566 1.3124 -0.1248
C 0.0107 -0.3281 -0.1614
C 0.7489 -0.9069 0.7899
H 0.5341 -0.4757 1.7875
H -0.6982 -1.3769 -1.6614
H -0.0252 -0.1280 -2.2746
H 1.7271 -2.4814 1.4455
H 0.8289 -1.4645 -1.5150
H -1.0680 1.3430 1.8781
H -0.9525 3.7949 0.6188
```

Output
DFT total energy: -12336.6000 eV
energy relative to the best compared isomer or geometry (same formula, charge and spin): 68.62 kcal per mole
spin multiplicity: 1
charge: +1
LUMO: -3.420 eV
orbital gap: 10.5 eV
F_max: 0.09714 Eh/bohr